{
  "formula": "C33H24Br2N3O2PSe2Tc",
  "method": "ωB97M-V with the def2-TZVPD basis set",
  "symbols": ["Tc", "Br", "C", "C", "C", "C", "O", "C", "C", "N", "C", "C", "C", "C", "C", "C", "C", "C", "N", "C", "C", "H", "H", "H", "H", "H", "H", "H", "H", "H", "H", "O", "C", "C", "C", "N", "C", "Br", "C", "H", "H", "H", "H", "Se", "P", "Se", "C", "C", "C", "C", "C", "C", "C", "C", "C", "C", "C", "C", "H", "H", "H", "H", "H", "H", "H", "H", "H", "H"],
  "coordinates": [[0.056596, -0.849399, 0.062308], [6.537025, -0.261779, 3.800999], [4.745149, -0.112683, 3.225397], [3.617243, 0.142056, 4.037500], [2.374556, 0.147591, 3.500672], [2.073316, -0.262488, 2.188674], [0.834542, -0.379934, 1.786838], [3.231301, -0.597119, 1.353552], [3.071776, -1.273507, 0.123386], [1.946522, -1.198024, -0.638322], [2.104471, -1.264123, -1.999502], [3.275228, -1.098113, -2.759464], [3.239344, -1.109003, -4.160375], [2.044742, -1.136290, -4.884033], [0.829603, -1.257658, -4.194166], [-0.526849, -1.226140, -4.824784], [-1.621124, -1.383656, -4.018187], [-1.455228, -1.463360, -2.615143], [-0.278541, -1.384807, -1.980909], [0.869207, -1.268432, -2.768831], [4.523963, -0.479622, 1.887306], [3.746771, 0.351391, 5.123237], [1.589699, 0.362805, 4.227999], [3.867906, -1.925471, -0.217744], [4.266902, -1.200476, -2.300118], [4.154884, -1.086326, -4.821625], [2.020175, -1.216273, -5.979268], [-0.654942, -1.160315, -5.875568], [-2.624734, -1.392099, -4.463193], [-2.300708, -1.606181, -1.976645], [5.311480, -0.765081, 1.199376], [0.054880, -6.091889, 3.599550], [-0.011774, -4.954816, 2.868854], [-0.459260, -3.618850, 3.356709], [-0.604027, -2.630559, 2.438460], [-0.197416, -2.716050, 1.088836], [0.194901, -3.902302, 0.648070], [0.650865, -4.227639, -1.116996], [0.256281, -5.011175, 1.499946], [-0.054936, -5.919144, 4.571683], [-0.832613, -3.489568, 4.352457], [-1.037054, -1.701415, 2.758118], [0.425466, -5.922267, 1.054565], [-2.298114, -0.135331, 0.623617], [-1.587284, 1.829813, -0.049270], [0.333790, 1.491567, -1.029158], [-1.326415, 3.071258, 1.257263], [-0.725097, 2.672487, 2.452583], [-0.347294, 3.600428, 3.375614], [-0.420205, 4.959059, 3.062490], [-1.132069, 5.386062, 1.920062], [-1.553264, 4.425223, 0.978496], [-2.964393, 2.355482, -1.220859], [-2.804863, 2.081111, -2.563055], [-3.950028, 2.205583, -3.368543], [-5.140088, 2.749118, -2.872556], [-5.280449, 3.015486, -1.538799], [-4.132735, 2.861471, -0.687728], [-0.528395, 1.591037, 2.617936], [0.027130, 3.307301, 4.330629], [-0.004446, 5.705167, 3.756114], [-1.280421, 6.459715, 1.650896], [-1.976245, 4.805895, -0.002987], [-1.787718, 1.882550, -2.999796], [-3.907667, 1.958169, -4.434149], [-5.974462, 2.993851, -3.576188], [-6.230580, 3.317534, -1.211039], [-4.264279, 2.950149, 0.368806]],
  "forces_ev_per_a": [[0.28, 0.75, -0.56], [-0.35, 0.31, 0.34], [-0.07, -0.85, -1.78], [2.10, 0.30, 0.64], [-1.79, -0.23, 0.34], [1.66, 0.30, -0.53], [0.04, 0.34, 0.29], [-1.79, -0.51, 0.90], [-1.91, 0.66, -0.39], [2.24, -0.13, 2.07], [-0.70, 0.52, -3.85], [0.18, -1.25, 0.76], [-0.13, 0.19, -2.11], [0.45, -0.67, 0.20], [-1.99, 0.77, 0.37], [1.79, -0.67, 2.23], [0.17, 0.25, -0.22], [0.94, -0.06, 0.34], [-0.88, 0.27, -1.69], [0.40, -0.68, 0.88], [0.12, -0.07, 1.20], [-0.04, -0.13, -1.02], [-0.23, -0.06, -0.60], [0.36, 0.47, -0.44], [-0.45, 0.53, -0.03], [-0.84, 0.03, 1.39], [0.24, 0.32, 0.55], [0.19, 0.14, -0.82], [0.45, -0.09, 0.44], [-0.46, 0.10, 0.21], [0.35, 0.10, 0.43], [-0.04, 1.61, 0.34], [-0.71, 1.70, 0.35], [0.45, -2.67, -1.28], [0.79, -0.37, -1.06], [-0.73, 0.19, 1.11], [-0.33, -0.78, 1.85], [0.13, -0.08, -0.40], [-0.46, 1.21, 0.91], [0.03, -0.15, -1.22], [0.02, 0.09, 0.38], [0.06, 0.33, -0.20], [0.66, -2.01, -0.74], [0.32, -0.14, 0.24], [-1.24, 1.42, -0.56], [-0.15, -0.39, 0.43], [-0.20, -0.08, -0.63], [-0.33, -1.58, -0.54], [0.35, 1.07, -0.09], [-1.08, 0.86, -0.09], [0.65, -0.08, -0.49], [-0.12, 0.82, -0.49], [1.64, 0.20, 1.27], [-0.12, -0.03, -1.41], [0.67, 0.40, -0.53], [-0.31, -0.28, -1.32], [2.50, -0.17, 0.72], [-2.04, -0.75, -0.98], [-0.32, 0.83, 0.01], [0.44, -0.21, 0.38], [-0.33, -0.41, -0.35], [0.27, -1.04, 0.55], [0.37, -0.80, 1.37], [-1.29, -0.21, 0.49], [0.17, 0.20, 0.38], [0.79, -0.57, 0.72], [-0.87, 0.59, 0.86], [0.06, 0.33, 0.55]],
  "lowdin_spin": [2.484, 0.003, 0.014, 0.013, 0.010, 0.016, 0.126, 0.019, 0.045, 0.024, 0.000, 0.005, -0.003, 0.004, -0.001, 0.018, 0.001, 0.020, 0.006, 0.002, 0.010, 0.000, 0.000, 0.001, 0.000, 0.000, 0.000, 0.001, 0.000, 0.002, 0.000, 0.007, 0.010, 0.001, 0.007, 0.010, 0.012, 0.007, -0.001, 0.000, 0.000, 0.001, 0.000, 0.082, 0.021, 0.001, 0.006, 0.003, 0.000, 0.001, 0.000, 0.001, 0.005, 0.002, 0.000, 0.000, 0.000, 0.001, 0.001, 0.000, 0.000, 0.000, 0.000, 0.001, 0.000, 0.000, 0.000, 0.000],
  "spin_multiplicity": 4,
  "e_homo_ev": [-13.21, -13.30],
  "e_lumo_ev": [-6.81, -7.59],
  "de_lowest_ev": 0.000,
  "energy_ha": -11959.2688,
  "total_charge": 2
}